1.
Molecular formula: C22H23BrF4N3O14PS
Method: DFT, the ωB97M-V functional and the def2-TZVPD basis

Structure (XYZ):
```
69
Properties=species:S:1:pos:R:3:nbo_charge:R:1
C 0.542 -4.258 -4.606 -0.73
C 2.091 -4.266 -4.796 0.80
O 2.543 -4.977 -5.671 -0.57
O 2.975 -3.536 -3.986 -0.54
C 3.995 -2.971 -4.865 -0.08
C 4.771 -1.782 -4.143 -0.46
C 3.715 -0.754 -3.624 0.02
C 2.909 0.069 -4.627 -0.09
Br 3.133 -0.026 -6.555 0.09
C 1.910 1.006 -4.127 -0.21
C 1.644 1.196 -2.672 0.07
N 0.722 2.038 -2.058 -0.54
S 0.903 1.725 -0.436 0.88
N 2.139 0.590 -0.328 -0.62
C 2.447 0.382 -1.664 0.20
C 3.501 -0.582 -2.184 -0.36
P 4.495 -1.521 -0.880 1.27
N 5.824 -0.651 -0.649 -1.32
H 0.188 -5.327 -4.687 0.25
H 0.054 -3.714 -5.468 0.25
H 0.191 -3.863 -3.617 0.23
H 4.775 -3.737 -5.141 0.20
H 3.501 -2.647 -5.816 0.20
H 5.328 -2.272 -3.291 0.23
H 5.562 -1.329 -4.803 0.25
H 1.317 1.583 -4.881 0.25
H 4.820 -2.847 -1.336 -0.02
H 3.768 -1.574 0.358 -0.01
H 6.656 -1.211 -0.856 0.37
C -3.298 0.791 1.994 -0.14
C -2.634 1.846 2.822 0.44
O -1.777 2.488 1.899 -0.51
C -2.382 2.351 0.681 0.97
O -2.087 2.984 -0.281 -0.56
O -3.358 1.408 0.710 -0.48
F -1.871 1.294 3.802 -0.33
H -2.708 -0.125 1.925 0.21
H -4.287 0.542 2.357 0.23
H -3.323 2.575 3.254 0.17
C 0.979 4.581 3.626 -0.13
C 0.540 3.301 4.269 0.43
O 0.301 3.677 5.611 -0.49
C -0.068 4.992 5.563 0.96
O -0.598 5.570 6.454 -0.55
O 0.240 5.554 4.360 -0.48
F 1.538 2.378 4.250 -0.34
H 2.049 4.768 3.748 0.20
H 0.735 4.620 2.564 0.21
H -0.366 2.872 3.843 0.17
C 1.568 -1.163 3.226 -0.13
C 0.195 -1.707 2.962 0.44
O 0.331 -2.313 1.692 -0.49
C 1.635 -2.707 1.608 0.97
O 2.049 -3.481 0.805 -0.56
O 2.400 -2.111 2.562 -0.48
F -0.717 -0.707 2.869 -0.33
H 1.720 -0.174 2.787 0.22
H 1.800 -1.113 4.290 0.21
H -0.144 -2.449 3.688 0.16
C -8.199 0.714 0.116 -0.13
C -7.654 -0.450 0.889 0.44
O -6.369 0.000 1.275 -0.50
C -6.468 1.357 1.377 0.98
O -5.671 2.045 1.931 -0.58
O -7.591 1.824 0.772 -0.47
F -7.514 -1.539 0.099 -0.32
H -7.895 0.701 -0.933 0.21
H -9.286 0.776 0.166 0.21
H -8.234 -0.712 1.778 0.16
```

## Properties
- orbital gap (Eh) = 0.2515
- LUMO energy (eV) = -1.3
- spin multiplicity = 1



2.
Molecular formula: C24H50N2O6P
Method: DFT, the ωB97M-V functional and the def2-TZVPD basis

Structure (XYZ):
```
83
Properties=species:S:1:pos:R:3:lowdin_charge:R:1
C 1.259 1.257 3.509 -0.12
C 2.239 0.486 2.467 -0.22
C 2.670 1.469 1.249 -0.21
N 2.516 0.641 0.015 0.03
C 2.837 1.360 -1.233 -0.45
O 4.137 1.123 -1.841 -0.09
C 4.249 -0.247 -2.307 -0.23
C 5.535 -0.881 -1.545 -0.08
C 1.695 1.308 -2.376 -0.05
C 0.671 2.520 -2.074 -0.37
C 0.033 3.284 -3.337 -0.13
C -0.949 4.440 -2.817 -0.21
C -2.476 4.256 -3.256 -0.20
C -2.965 2.733 -3.306 -0.21
C -4.395 2.482 -2.577 -0.18
C -4.250 1.784 -1.136 -0.21
C -5.096 0.411 -0.985 -0.19
C -4.152 -0.861 -1.287 -0.20
C -3.967 -1.840 -0.030 -0.19
C -2.478 -1.762 0.616 -0.17
C -1.428 -2.737 -0.076 -0.20
O -0.433 -3.230 0.892 -0.28
C 0.869 -2.639 0.608 -0.11
P -0.487 1.822 -0.753 0.87
O -0.990 0.443 -1.282 -0.47
C 1.744 3.503 -1.410 -0.36
O 1.745 4.722 -1.212 0.11
O 2.921 2.808 -1.027 0.04
H 0.179 1.180 3.145 0.07
H 1.572 2.337 3.679 0.08
H 1.282 0.709 4.521 0.07
H 1.588 -0.361 2.038 0.07
H 3.131 0.075 3.035 0.10
H 3.714 1.901 1.394 0.14
H 1.922 2.340 1.308 0.10
H 3.155 -0.160 0.170 0.12
H 4.493 -0.204 -3.419 0.13
H 3.323 -0.886 -2.077 0.12
H 6.282 -0.086 -1.223 0.09
H 5.120 -1.416 -0.617 0.06
H 6.033 -1.695 -2.172 0.08
H 1.251 0.293 -2.633 0.13
H 2.255 1.622 -3.320 0.15
H -0.416 2.586 -4.109 0.13
H 0.921 3.801 -3.857 0.14
H -0.842 4.633 -1.689 0.10
H -0.581 5.415 -3.305 0.12
H -2.716 4.838 -4.218 0.12
H -3.113 4.773 -2.446 0.11
H -3.125 2.477 -4.417 0.11
H -2.245 1.986 -2.844 0.07
H -5.080 1.855 -3.255 0.11
H -4.887 3.496 -2.439 0.10
H -4.590 2.528 -0.327 0.11
H -3.180 1.501 -0.867 0.04
H -6.071 0.420 -1.566 0.11
H -5.382 0.323 0.128 0.10
H -4.684 -1.482 -2.098 0.11
H -3.156 -0.536 -1.742 0.09
H -4.693 -1.599 0.814 0.10
H -4.076 -2.928 -0.387 0.10
H -2.516 -2.033 1.733 0.10
H -2.164 -0.656 0.554 0.09
H -0.834 -2.254 -0.921 0.11
H -1.913 -3.688 -0.507 0.13
H 1.653 -3.105 1.311 0.08
H 1.179 -2.912 -0.458 0.10
H 0.754 -1.517 0.755 0.07
H -1.597 2.746 -0.655 0.04
H 0.114 1.663 0.532 0.02
C -0.358 -3.608 4.334 0.05
C 1.132 -3.510 4.322 -0.43
O 1.782 -2.520 4.515 0.17
N 1.942 -4.679 4.022 0.08
C 2.505 -5.329 5.245 0.04
H -0.786 -2.607 4.298 0.11
H -0.703 -4.166 3.459 0.09
H -0.687 -4.111 5.247 0.11
H 1.407 -5.350 3.466 0.19
H 2.736 -4.287 3.506 0.19
H 3.010 -6.238 4.922 0.11
H 1.688 -5.576 5.923 0.12
H 3.217 -4.648 5.709 0.12
```

## Properties
- orbital gap (Eh) = 0.2921
- LUMO energy (eV) = -3.8
- spin multiplicity = 1
- charge = +1



3.
Molecular formula: H5O3
Method: DFT, the ωB97M-V functional and the def2-TZVPD basis

Structure (XYZ):
```
8
Properties=species:S:1:pos:R:3:nbo_charge:R:1
O -1.114 0.187 -0.472 -0.46
H -1.844 -0.173 -0.949 0.44
O -0.014 -0.489 1.933 -0.94
H 0.670 0.132 1.631 0.46
H -0.606 -0.380 1.077 0.46
O 1.389 0.075 -1.096 -0.90
H 1.070 0.999 -1.118 0.46
H 0.450 -0.350 -1.004 0.46
```

## Properties
- orbital gap (spin up / spin down) (Eh) = 0.4146 / 0.2538
- LUMO energy (spin up / spin down) (eV) = 0.3 / -4.0
- spin multiplicity = 2
- energy above the lowest of the compared OMol25 structures with the same formula, charge and spin (kJ/mol) = 45.50



4.
Molecular formula: C15H15CdN6O9
Method: DFT, the ωB97M-V functional and the def2-TZVPD basis

Structure (XYZ):
```
46
Properties=species:S:1:pos:R:3:nbo_charge:R:1
Cd 0.033 -0.321 -0.709 1.77
N 2.680 -1.516 -2.665 0.73
O 2.190 -1.870 -3.707 -0.42
O 3.899 -1.628 -2.421 -0.54
O 1.919 -1.146 -1.695 -0.71
N -1.258 -3.473 -1.403 0.73
O -0.947 -3.837 -2.512 -0.43
O -2.135 -4.047 -0.729 -0.54
O -0.691 -2.435 -0.883 -0.72
N -1.214 0.510 -3.741 0.73
O -1.233 -0.532 -4.351 -0.41
O -0.693 0.561 -2.561 -0.73
O -1.727 1.560 -4.173 -0.53
N 1.030 -1.074 1.180 -0.55
C 1.170 -0.327 2.277 0.03
C 1.858 -0.743 3.394 -0.27
C 2.393 -2.020 3.430 -0.16
C 2.231 -2.809 2.296 -0.25
C 1.605 -2.264 1.191 0.10
H 0.693 0.647 2.257 0.20
H 1.931 -0.106 4.268 0.22
H 2.915 -2.427 4.286 0.21
H 2.616 -3.818 2.282 0.23
H 1.569 -2.831 0.267 0.26
N 0.894 1.712 -0.298 -0.55
C 0.221 2.861 -0.260 0.06
C 0.815 4.100 -0.129 -0.25
C 2.204 4.176 -0.124 -0.15
C 2.918 2.997 -0.241 -0.26
C 2.219 1.798 -0.283 0.07
H -0.859 2.816 -0.345 0.21
H 0.234 5.009 -0.064 0.22
H 2.729 5.122 -0.080 0.21
H 3.996 2.980 -0.181 0.23
H 2.789 0.873 -0.254 0.24
N -2.043 0.003 0.078 -0.55
C -2.462 -0.707 1.121 0.07
C -3.758 -0.656 1.588 -0.25
C -4.655 0.228 1.001 -0.16
C -4.228 0.973 -0.088 -0.25
C -2.911 0.837 -0.490 0.05
H -1.751 -1.361 1.613 0.22
H -4.091 -1.215 2.453 0.22
H -5.651 0.367 1.403 0.21
H -4.887 1.598 -0.673 0.22
H -2.558 1.435 -1.325 0.24
```

## Properties
- orbital gap (Eh) = 0.2730
- LUMO energy (eV) = 2.2
- spin multiplicity = 1
- charge = -1
- energy above the lowest of the compared OMol25 structures with the same formula, charge and spin (kJ/mol) = 0.00



5.
Molecular formula: C28H25N3O7S
Method: DFT, the ωB97M-V functional and the def2-TZVPD basis

Structure (XYZ):
```
64
Properties=species:S:1:pos:R:3:nbo_charge:R:1
C 4.436 7.691 4.569 -0.62
C 3.951 6.250 4.559 -0.06
O 3.293 6.028 3.327 -0.50
C 2.761 4.805 3.073 0.29
C 2.133 4.658 1.834 -0.24
C 1.561 3.461 1.466 -0.21
C 1.584 2.379 2.342 0.11
N 1.037 1.132 2.002 -0.62
C -0.118 0.862 1.341 0.34
N -0.563 -0.264 0.962 -0.57
C 0.122 -1.514 1.161 -0.24
C 0.247 -2.317 -0.111 -0.05
C 0.076 -3.692 -0.069 -0.17
C 0.222 -4.489 -1.202 -0.27
C 0.532 -3.849 -2.375 0.23
C 0.711 -2.466 -2.424 0.31
C 0.589 -1.680 -1.306 -0.28
O 1.011 -2.093 -3.706 -0.49
C 1.027 -3.283 -4.463 0.23
O 0.707 -4.376 -3.627 -0.49
S -1.200 2.242 1.074 0.27
C -2.575 1.360 0.286 -0.44
C -3.415 0.471 1.182 -0.51
C -3.640 -0.786 0.366 0.72
O -4.413 -1.668 0.621 -0.56
N -2.810 -0.733 -0.743 -0.51
C -2.701 -1.773 -1.695 0.15
C -2.477 -1.464 -3.035 -0.24
C -2.346 -2.475 -3.964 -0.12
C -2.451 -3.807 -3.569 -0.21
C -2.267 -4.924 -4.517 0.78
O -2.444 -6.086 -4.255 -0.59
O -1.865 -4.528 -5.740 -0.70
C -2.710 -4.107 -2.234 -0.16
C -2.829 -3.101 -1.299 -0.16
C -2.057 0.437 -0.806 0.77
O -1.261 0.724 -1.656 -0.59
C 2.225 2.516 3.566 -0.22
C 2.810 3.714 3.935 -0.25
H 3.592 8.366 4.464 0.22
H 4.950 7.902 5.502 0.21
H 5.118 7.858 3.739 0.22
H 4.803 5.562 4.661 0.17
H 3.257 6.077 5.394 0.17
H 2.119 5.503 1.165 0.23
H 1.110 3.361 0.492 0.24
H 1.497 0.335 2.422 0.40
H -0.468 -2.089 1.885 0.21
H 1.136 -1.391 1.577 0.17
H -0.178 -4.166 0.867 0.20
H 0.087 -5.556 -1.166 0.23
H 0.720 -0.613 -1.361 0.25
H 0.290 -3.216 -5.278 0.17
H 2.032 -3.433 -4.892 0.15
H -3.163 2.155 -0.180 0.26
H -4.365 0.911 1.483 0.25
H -2.869 0.188 2.083 0.26
H -2.388 -0.436 -3.345 0.24
H -2.167 -2.235 -5.000 0.22
H -1.753 -5.308 -6.305 0.50
H -2.802 -5.143 -1.946 0.24
H -3.020 -3.341 -0.267 0.23
H 2.271 1.675 4.245 0.21
H 3.298 3.781 4.894 0.22
```

## Properties
- SMILES = CCOc1ccc(N/C(=N\Cc2ccc3c(c2)OCO3)S[C@@H]2CC(=O)N(c3ccc(C(=O)O)cc3)C2=O)cc1
- orbital gap (Eh) = 0.3092
- LUMO energy (eV) = 0.5
- spin multiplicity = 1
- energy above the lowest of the compared OMol25 structures with the same formula, charge and spin (kJ/mol) = 0.00



6.
Molecular formula: C30H30F3N8O
Method: DFT, the ωB97M-V functional and the def2-TZVPD basis

Structure (XYZ):
```
72
Properties=species:S:1:pos:R:3:nbo_charge:R:1
C 2.999 -2.654 -6.825 -0.66
C 1.846 -2.598 -5.891 0.48
N 1.249 -1.409 -5.722 -0.56
C 0.222 -1.409 -4.897 0.38
N -0.378 -0.053 -4.740 -0.54
C -0.099 0.502 -3.409 0.24
C 1.112 1.071 -3.053 0.01
N 1.286 1.541 -1.835 -0.37
C 0.282 1.447 -0.950 0.17
C 0.450 1.986 0.369 -0.28
C 1.571 2.634 0.749 -0.09
C 1.798 3.235 2.042 -0.04
C 0.715 3.576 2.856 -0.15
C 0.900 4.139 4.108 -0.16
C -0.269 4.527 4.951 0.67
O -0.349 5.587 5.523 -0.56
N -1.304 3.623 4.983 -0.63
C -1.281 2.295 4.563 0.16
C -0.177 1.479 4.819 -0.22
C -0.147 0.177 4.360 -0.18
C -1.210 -0.339 3.637 -0.23
C -2.320 0.464 3.409 -0.08
C -3.444 -0.059 2.562 0.97
F -4.622 0.513 2.817 -0.31
F -3.193 0.178 1.244 -0.35
F -3.613 -1.382 2.658 -0.32
C -2.370 1.770 3.871 -0.25
C 2.193 4.418 4.542 -0.13
C 3.273 4.095 3.741 -0.21
C 3.107 3.500 2.498 0.02
C 4.306 3.143 1.679 -0.64
C -0.930 0.826 -1.335 0.04
N -1.105 0.369 -2.554 -0.40
C -0.272 -2.479 -4.211 -0.40
C 0.420 -3.705 -4.453 0.47
N 0.074 -4.874 -3.919 -0.36
C -0.922 -5.071 -2.891 -0.23
C -0.210 -5.451 -1.573 -0.23
N 0.643 -6.605 -1.722 -0.61
C 1.580 -6.434 -2.810 -0.23
C 0.883 -6.060 -4.132 -0.25
N 1.471 -3.702 -5.296 -0.51
H 2.631 -2.621 -7.850 0.25
H 3.552 -3.576 -6.678 0.24
H 3.643 -1.791 -6.676 0.24
H -1.401 -0.095 -4.837 0.46
H 0.044 0.516 -5.487 0.47
H 1.945 1.158 -3.737 0.22
H -0.381 1.838 1.043 0.22
H 2.368 2.700 0.022 0.23
H -0.286 3.438 2.478 0.21
H -2.173 3.982 5.358 0.42
H 0.650 1.872 5.388 0.23
H 0.709 -0.444 4.569 0.23
H -1.190 -1.353 3.270 0.23
H -3.241 2.380 3.685 0.24
H 2.337 4.888 5.503 0.24
H 4.271 4.312 4.091 0.22
H 5.218 3.370 2.223 0.23
H 4.307 2.083 1.431 0.22
H 4.317 3.708 0.747 0.23
H -1.758 0.708 -0.653 0.23
H -1.111 -2.385 -3.545 0.24
H -1.535 -4.184 -2.747 0.21
H -1.575 -5.895 -3.202 0.21
H -0.950 -5.649 -0.797 0.22
H 0.416 -4.611 -1.254 0.19
H 0.091 -7.446 -1.853 0.36
H 2.149 -7.355 -2.939 0.22
H 2.271 -5.632 -2.535 0.19
H 1.611 -5.852 -4.914 0.26
H 0.223 -6.874 -4.450 0.20
```

## Properties
- SMILES = Cc1nc([NH2+]c2cnc(/C=C/c3cc(C(=O)Nc4cccc(C(F)(F)F)c4)ccc3C)cn2)cc(N2CCNCC2)n1
- orbital gap (Eh) = 0.2708
- LUMO energy (eV) = -3.5
- spin multiplicity = 1
- charge = +1
- energy above the lowest of the compared OMol25 structures with the same formula, charge and spin (kJ/mol) = 58.77